Here is a molecular structure, C32H36Cl4CuN2O2PSi at a distorted geometry from the Open Molecules 2025 dataset. Energies are from ωB97M-V with the def2-TZVPD basis set.

**Orbital gap (alpha / beta)**: 5.78 / 4.50 eV
**E_tot**: -5613.1027 Eh
**Highest occupied orbital energy (alpha / beta)**: -3.3 / -3.2 eV
**2S+1**: 2
**Charge**: -1

Last column: Löwdin spin population.
Cartesian coordinates (Å):
Cu: -13.34 -4.31 13.12  0.036
Cl: -6.40 -5.26 15.48  0.022
C: -8.11 -5.26 15.13  0.082
C: -8.96 -5.91 16.10  0.073
Cl: -8.37 -6.98 17.30  0.016
C: -10.38 -5.69 16.01  0.079
Cl: -11.36 -6.15 17.28  0.019
C: -11.05 -5.12 14.83  0.091
O: -12.30 -5.08 14.73  0.200
C: -10.16 -4.52 13.73  0.086
O: -10.76 -4.05 12.77  0.181
C: -8.72 -4.62 14.04  0.067
Cl: -7.81 -3.56 13.03  0.014
N: -12.60 -5.89 10.57  -0.001
P: -12.90 -4.20 10.83  0.000
C: -14.23 -4.04 9.66  0.000
C: -13.95 -4.11 8.31  0.000
C: -14.98 -4.29 7.41  0.000
C: -16.30 -4.27 7.86  0.000
C: -16.59 -4.04 9.18  0.000
C: -15.56 -3.88 10.08  0.000
C: -11.53 -3.34 10.01  0.000
C: -11.86 -2.15 9.37  0.000
C: -10.84 -1.42 8.79  0.000
C: -9.56 -1.94 8.72  0.000
C: -9.29 -3.20 9.25  0.000
C: -10.24 -3.89 9.92  0.001
C: -12.97 -6.77 11.55  -0.001
C: -12.66 -8.16 11.49  0.001
C: -13.06 -8.99 12.50  -0.001
C: -13.74 -8.47 13.57  0.001
C: -13.95 -7.12 13.62  0.000
N: -13.56 -6.25 12.63  0.003
H: -12.21 -6.23 9.71  0.000
H: -12.95 -3.95 7.96  0.000
H: -14.76 -4.40 6.37  0.000
H: -17.05 -4.55 7.17  0.000
H: -17.60 -4.09 9.52  0.000
H: -15.79 -3.59 11.10  0.000
H: -12.91 -1.75 9.37  0.000
H: -11.13 -0.48 8.35  0.000
H: -8.79 -1.32 8.34  0.000
H: -8.33 -3.62 8.99  0.000
H: -10.00 -4.78 10.48  0.000
H: -11.97 -8.52 10.74  0.000
H: -12.79 -10.09 12.44  0.000
H: -14.02 -9.08 14.42  0.000
H: -14.48 -6.66 14.47  0.000
C: -16.89 -3.52 13.90  0.005
Si: -15.04 -2.97 14.20  0.018
C: -14.94 -1.07 13.77  0.003
C: -13.45 -0.56 13.80  0.000
C: -15.44 -0.85 12.28  0.000
C: -15.87 -0.16 14.60  0.001
C: -14.91 -3.19 16.10  0.002
C: -16.05 -2.43 16.80  0.001
C: -14.95 -4.67 16.49  0.000
C: -13.49 -2.67 16.67  0.000
H: -17.04 -4.04 12.93  0.000
H: -17.57 -2.64 13.94  0.001
H: -17.28 -4.28 14.64  0.000
H: -13.33 0.34 14.43  0.000
H: -13.13 -0.25 12.83  0.000
H: -12.65 -1.27 14.17  0.000
H: -14.72 -1.05 11.46  0.000
H: -15.80 0.20 12.14  0.000
H: -16.33 -1.46 12.10  0.000
H: -15.59 -0.04 15.64  0.000
H: -16.94 -0.47 14.62  0.000
H: -15.94 0.87 14.23  0.000
H: -17.02 -2.48 16.30  0.000
H: -15.68 -1.37 17.02  0.000
H: -16.18 -2.87 17.82  0.000
H: -15.89 -5.17 16.23  0.000
H: -14.87 -4.68 17.62  0.000
H: -14.06 -5.21 16.14  0.000
H: -13.71 -2.52 17.73  0.000
H: -13.09 -1.73 16.27  0.000
H: -12.76 -3.45 16.56  0.000